# 1
ORCA calculation (ωB97M-V with the def2-TZVPD basis set) on C4H8S in the gas phase.

```
13
Properties=species:S:1:pos:R:3:forces:R:3
C -0.896167 0.596659 -1.392614 0.3312 -2.9728 -3.5760
C -0.020496 -0.180295 -0.346422 3.3225 6.6097 -8.1755
C 1.180303 -0.792766 -0.901168 2.5662 -3.1052 -2.1494
C -0.856273 -0.671385 0.451273 -6.1966 -7.6300 11.1031
S 0.290666 0.591315 1.277296 0.2830 0.2296 0.4121
H -0.259911 1.306759 -1.841682 -0.0516 1.7911 -0.4282
H -1.024195 -0.183417 -2.434385 0.3814 1.7681 3.1059
H -1.975295 0.789591 -1.179257 1.4041 0.4678 0.3732
H 1.632018 -1.751390 -0.363687 -0.9123 2.4261 -0.3807
H 0.925979 -1.262695 -1.887618 -0.1232 0.3272 0.5586
H 2.007126 -0.082465 -1.229730 -1.0893 -0.6855 1.0682
H -0.587014 -1.804465 0.726328 -1.1900 2.3400 0.1618
H -1.813552 -0.186240 0.906881 1.2746 -1.5660 -2.0731
```
Forces are in eV/Å.

Summary:
* relative energy (zero: lowest compared OMol25 entry of this formula, charge and spin): 317.61 kJ/mol
* SMILES string: CC1(C)CS1
* HOMO-LUMO gap: 0.3456 hartree
* E_LUMO: 0.824 eV

Partial atomic charges computed with the Mulliken method, in multiples of e:
1 C -1.21
2 C 1.39
3 C -1.18
4 C -1.13
5 S -0.26
6 H 0.36
7 H 0.25
8 H 0.34
9 H 0.28
10 H 0.36
11 H 0.30
12 H 0.19
13 H 0.31

# 2
ORCA calculation (ωB97M-V with the def2-TZVPD basis set) on a molecular structure, C22H55ClO17P4S.

```
100
Properties=species:S:1:pos:R:3:forces:R:3
C 8.275695 2.830640 3.170109 0.2565 0.1125 0.2710
O 8.913605 3.227157 1.981663 -0.0343 -0.0943 0.0226
C 8.040386 3.325835 0.874904 0.1469 -0.0852 -0.4240
C 7.182008 2.085343 0.604423 -0.0877 0.0538 0.0132
C 5.712636 2.176874 1.071758 0.3741 0.4104 -0.1247
C 4.676740 2.034316 -0.053524 0.0105 -0.4497 -0.0898
C 3.652048 0.920601 0.169824 0.0378 -0.0267 -0.1718
C 2.833062 1.053583 1.446540 -0.2915 0.1144 -0.1375
C 1.668890 2.050922 1.332137 -0.2194 -0.3582 0.6992
C 0.294698 1.395962 1.050251 0.1827 0.8244 -0.4531
C -0.713359 1.687823 2.154012 -0.1273 -0.5459 -0.0703
C -2.139779 1.220046 1.867380 -0.0950 0.4218 0.1688
C -2.787153 1.850225 0.625715 -0.4707 -0.0174 0.4343
C -3.695392 3.012232 0.966669 -0.0074 -0.4808 -0.1893
O -4.867152 2.437663 1.640569 0.1721 0.1473 0.1949
P -6.032007 3.414545 2.004386 -0.0813 0.7020 -0.0531
O -5.726300 4.841029 2.036661 0.1199 -0.1110 -0.0497
O -7.226988 2.996032 1.026093 -0.0026 0.3097 0.2912
S -8.049984 4.227210 0.209260 -0.1380 -0.1886 -0.3279
O -6.639893 2.833212 3.387917 0.0205 -0.1783 -0.0823
Cl -5.674287 3.267664 4.702021 -0.0533 -0.1503 0.0176
H 7.976457 1.780679 3.150183 -0.1981 -0.0380 -0.0698
H 9.000204 2.940999 3.973847 0.0774 0.0378 0.0148
H 7.415376 3.461340 3.409000 -0.1536 0.0081 -0.0739
H 8.686211 3.488575 0.013524 0.1870 0.0576 0.0605
H 7.418299 4.224347 0.959223 -0.1662 0.0071 0.1720
H 7.216263 1.896792 -0.468043 -0.0744 0.0074 -0.0895
H 7.678952 1.228322 1.058317 0.0544 -0.0774 0.0007
H 5.552371 1.448265 1.863436 -0.1707 -0.1033 0.0034
H 5.590714 3.163093 1.521519 -0.1023 -0.0278 0.2376
H 5.208095 1.795690 -0.976086 -0.0227 0.0377 -0.1159
H 4.156485 2.971542 -0.254340 0.0118 0.1465 0.1662
H 2.973724 0.922050 -0.689020 -0.1140 -0.0809 -0.0138
H 4.159696 -0.045056 0.139093 0.1222 -0.0308 0.1468
H 2.414199 0.080303 1.705601 0.0055 -0.0824 0.0510
H 3.459533 1.334345 2.291893 0.2056 0.0042 -0.0436
H 1.866734 2.840126 0.608316 0.1729 -0.0180 -0.1230
H 1.577427 2.551523 2.298282 0.0208 0.1665 0.0069
H 0.398966 0.327837 0.865605 -0.0439 -0.1386 0.0913
H -0.083580 1.838250 0.126851 -0.0849 -0.1991 -0.1430
H -0.732377 2.760011 2.359074 0.0938 0.1088 -0.0103
H -0.376840 1.189853 3.066113 0.0542 0.1283 0.1476
H -2.752157 1.512034 2.724232 -0.0599 -0.1174 0.0919
H -2.214876 0.134692 1.830007 0.2305 -0.0973 -0.1616
H -2.067568 2.227170 -0.096548 0.1227 -0.2354 -0.1451
H -3.429902 1.100573 0.165462 0.1534 0.0231 -0.4223
H -3.224877 3.737757 1.624014 -0.0564 0.0912 0.1238
H -4.043824 3.506525 0.063802 -0.0062 0.1498 -0.0503
H -8.426209 4.980167 1.253593 0.0643 -0.0812 0.1551
C -4.845293 0.019715 -3.752706 -0.1443 0.0515 0.0087
O -3.750514 -0.869678 -3.468969 0.0303 0.0691 0.0752
P -2.358932 -0.582329 -4.163092 0.0080 0.0874 -0.0196
O -2.426964 -0.139374 -5.555637 -0.0433 -0.0020 -0.0930
O -1.556842 -1.921913 -3.909709 -0.1167 -0.0691 0.1193
C -2.029410 -3.108729 -4.562547 0.0445 -0.0713 -0.1088
O -1.667160 0.428844 -3.164297 0.0995 -0.1301 0.0411
C -0.392411 0.974728 -3.542987 0.0523 0.1363 0.0045
H -5.353673 -0.303341 -4.659019 0.0354 0.0218 -0.0308
H -5.529978 -0.031582 -2.909458 0.0426 -0.0607 0.0212
H -4.500508 1.045250 -3.877460 0.0398 -0.0105 -0.0089
H -2.224179 -2.916427 -5.617757 0.0010 0.0332 0.0054
H -2.936479 -3.465214 -4.075432 -0.0107 0.0204 0.0139
H -1.250477 -3.859885 -4.470505 0.0357 0.0387 0.0405
H -0.541342 1.920825 -4.059951 -0.0226 -0.0245 -0.0377
H 0.159225 0.292569 -4.188439 -0.0193 -0.0210 -0.0009
H 0.174716 1.140898 -2.630180 -0.0498 -0.0298 0.0378
C 8.471008 -2.942658 2.573071 0.0314 0.0358 0.0902
O 7.748468 -4.077562 2.066613 0.0898 0.0316 -0.0496
P 6.704072 -3.827826 0.907631 -0.0222 0.0551 0.0109
O 5.909775 -2.603709 1.031376 -0.0600 0.1004 0.0317
O 5.879688 -5.176793 0.878189 0.1043 -0.0672 0.0942
C 5.065052 -5.479864 2.019980 -0.1340 -0.0102 0.0462
O 7.588328 -3.932208 -0.395261 -0.0836 -0.1285 -0.0773
C 6.958774 -3.656927 -1.657661 0.0254 0.0857 -0.0982
H 7.886823 -2.455132 3.351200 -0.0306 0.0191 -0.0344
H 9.402482 -3.313676 2.991166 -0.0165 -0.0658 -0.0158
H 8.690588 -2.227250 1.781657 -0.0102 -0.0080 -0.0170
H 4.465226 -4.615523 2.305554 0.0182 0.0196 -0.0227
H 5.693913 -5.788561 2.854238 0.0260 0.0194 -0.0117
H 4.408221 -6.298091 1.739884 0.0281 -0.0054 -0.0642
H 7.091834 -2.606223 -1.908303 -0.0258 0.0127 0.0371
H 5.895433 -3.892039 -1.633793 -0.0018 -0.0066 0.0295
H 7.445380 -4.276324 -2.406058 0.0444 -0.0253 0.0458
C -10.014341 -3.545245 -0.323173 -0.0678 -0.0726 -0.0229
O -8.613348 -3.319399 -0.550322 -0.0311 0.0174 0.0893
P -8.155356 -1.850317 -0.912770 0.0287 -0.0095 0.0384
O -9.042420 -1.119889 -1.818960 -0.0601 0.0315 -0.1103
O -6.674656 -2.063865 -1.435727 -0.0037 -0.1217 0.0359
C -6.502641 -2.787190 -2.662036 0.0796 -0.0358 -0.1561
O -7.924345 -1.189206 0.499411 0.0698 0.0261 -0.0394
C -7.577077 0.208104 0.525773 0.0846 -0.0295 0.0446
H -10.512093 -3.739312 -1.271212 0.0012 0.0497 -0.0122
H -10.100261 -4.415303 0.321851 0.0694 -0.0076 0.0023
H -10.480019 -2.688728 0.162059 0.0141 0.0155 -0.0003
H -7.179234 -2.410916 -3.430022 -0.0342 0.0117 0.0215
H -6.682147 -3.848999 -2.496720 -0.0457 0.0043 0.0301
H -5.474493 -2.640239 -2.982564 0.0042 0.0386 0.0755
H -8.467340 0.818140 0.638430 -0.0955 -0.0724 -0.0346
H -7.053139 0.492507 -0.386226 0.0018 0.0563 0.0048
H -6.916908 0.359147 1.375152 -0.0167 -0.0604 0.0244
```
Forces are in eV/Å.

Summary:
* HOMO-LUMO gap: 0.3381 hartree
* E_LUMO: -0.510 eV

Mulliken population analysis, charges in e, atoms 1 to 99:
1 C -0.56
2 O -0.40
3 C -0.63
4 C -0.83
5 C -0.27
6 C -0.80
7 C -0.53
8 C -0.65
9 C -1.05
10 C 0.08
11 C -0.89
12 C -0.74
13 C -0.17
14 C -0.83
15 O 0.26
16 P 0.58
17 O -0.66
18 O -0.19
19 S -0.07
20 O -0.30
21 Cl 0.01
22 H 0.18
23 H 0.27
24 H 0.27
25 H 0.28
26 H 0.41
27 H 0.49
28 H 0.35
29 H 0.30
30 H 0.27
31 H 0.46
32 H 0.28
33 H 0.16
34 H 0.22
35 H 0.40
36 H 0.42
37 H 0.41
38 H 0.41
39 H 0.36
40 H -0.10
41 H 0.36
42 H 0.31
43 H 0.34
44 H 0.45
45 H 0.29
46 H 0.12
47 H 0.36
48 H 0.46
49 H 0.15
50 C -0.46
51 O 0.15
52 P 0.50
53 O -0.69
54 O -0.31
55 C -0.65
56 O -0.10
57 C -0.48
58 H 0.24
59 H -0.03
60 H 0.39
61 H 0.34
62 H 0.18
63 H 0.26
64 H 0.28
65 H 0.35
66 H -0.01
67 C -0.62
68 O -0.40
69 P 0.88
70 O -0.37
71 O -0.34
72 C -0.64
73 O -0.32
74 C -0.62
75 H 0.25
76 H 0.27
77 H 0.30
78 H 0.30
79 H 0.26
80 H 0.24
81 H 0.24
82 H 0.31
83 H 0.25
84 C -0.67
85 O -0.36
86 P 1.02
87 O -0.71
88 O -0.12
89 C -0.51
90 O -0.31
91 C -0.52
92 H 0.26
93 H 0.24
94 H 0.31
95 H 0.39
96 H 0.36
97 H -0.10
98 H 0.25
99 H 0.24

# 3
ORCA calculation (ωB97M-V with the def2-TZVPD basis set) on C4H8S in the gas phase.

```
13
Properties=species:S:1:pos:R:3:forces:R:3
C -1.729216 0.847496 -0.435205 -1.0547 1.7124 -0.2464
C -0.671229 0.077838 -0.526718 0.4212 0.2928 0.9355
C -0.563022 -1.209062 -1.189135 0.0688 -2.2866 -1.0809
S 0.762729 0.684958 0.298717 0.7721 0.6940 0.2589
C 1.216103 -0.668667 1.398191 1.5499 -0.6100 -0.6275
H -2.678070 0.620387 -0.911198 0.1307 -0.1449 -0.1382
H -1.656284 1.863595 0.011501 -0.1145 -1.0535 -0.0290
H 0.323047 -1.297682 -1.823195 0.1568 0.3953 0.1006
H -1.384215 -1.493326 -1.868388 -0.0758 0.4144 0.5099
H -0.438858 -2.048583 -0.484172 -0.1703 0.3272 -0.0016
H 1.986492 -0.340687 2.128916 -0.8594 0.2126 -0.3076
H 0.362120 -1.117447 1.869346 -0.3331 -0.0552 0.4017
H 1.766284 -1.431223 0.814925 -0.4918 0.1015 0.2245
```
Forces are in eV/Å.

Summary:
* relative energy (zero: lowest compared OMol25 entry of this formula, charge and spin): 31.08 kJ/mol
* SMILES string: C=C(C)SC
* HOMO-LUMO gap: 0.3423 hartree
* E_LUMO: 0.963 eV

Partial atomic charges computed with the Mulliken method, in multiples of e:
1 C -0.79
2 C 0.57
3 C -1.13
4 S -0.13
5 C -0.83
6 H 0.28
7 H 0.24
8 H 0.31
9 H 0.35
10 H 0.26
11 H 0.30
12 H 0.30
13 H 0.26

# 4
ORCA calculation (ωB97M-V with the def2-TZVPD basis set) on 2 unconnected molecules or ions with the total composition C6H12N2O.

```
21
Properties=species:S:1:pos:R:3:forces:R:3
C 1.544937 0.561899 -0.442094 -1.1981 -0.1382 0.5526
C 0.739141 -0.493194 -0.104019 3.2502 -1.7207 -0.6417
C 0.176073 -1.392479 -1.181006 -0.3194 0.2186 0.2649
O 1.002831 -1.320245 1.009437 -1.3889 0.3718 -1.6068
C 1.545106 -0.724859 2.119975 -1.2193 2.7038 1.1576
H 1.534186 0.934715 -1.452925 -0.1577 0.0276 -0.1292
H 2.010419 1.190539 0.297515 0.2711 -0.1000 0.1381
H 0.091675 -0.866945 -2.127299 -0.0489 0.0493 -0.0381
H -0.798034 -1.776059 -0.881361 -0.0788 -0.0265 -0.0658
H 0.842453 -2.243599 -1.316755 0.0265 0.0413 0.0869
H 1.537942 -1.436485 2.941291 0.1442 -0.0378 -0.0842
H 2.521014 -0.267541 1.927972 0.1510 -0.2332 0.0177
H 0.703797 0.202822 2.372774 2.5650 -2.1979 0.0757
C -1.822167 1.115357 -1.358414 -0.0247 -0.0909 -0.2437
N -1.913023 0.614118 0.003704 0.0259 -0.2255 -0.7936
C -0.887989 0.600511 0.870313 -1.0836 1.4549 3.8994
N -0.605830 0.821183 2.014265 -1.1425 -0.1238 -2.7149
H -2.563797 1.903269 -1.508674 0.0907 -0.0448 0.0235
H -2.011995 0.315460 -2.074711 -0.0104 0.0652 -0.0842
H -0.836011 1.533864 -1.560522 -0.0865 -0.0471 0.1229
H -2.810729 0.727670 0.450534 0.2342 0.0541 0.0629
```
Forces are in eV/Å.

Summary:
* relative energy (zero: lowest compared OMol25 entry of this formula, charge and spin): 442.73 kJ/mol
* SMILES string: C=C(C)OC.CNC#N
* HOMO-LUMO gap: 0.3010 hartree
* E_LUMO: 0.313 eV

Partial atomic charges computed with the Mulliken method, in multiples of e:
1 C -0.88
2 C 0.52
3 C -1.34
4 O -0.35
5 C -0.67
6 H 0.33
7 H 0.31
8 H 0.31
9 H 0.34
10 H 0.39
11 H 0.28
12 H 0.29
13 H 0.36
14 C -0.84
15 N -0.16
16 C 0.61
17 N -0.65
18 H 0.34
19 H 0.26
20 H 0.28
21 H 0.28

In order of appearance, HOMO = -0.31532 -0.35684 -0.30694 -0.28953 Ha.